Entry 1:
Molecular formula: C3H7N3S
Method: DFT, ωB97M-V/def2-TZVPD

Positions of all 14 atoms, in Å:
1 C -1.3731 -1.9668 0.0855
2 C -0.2513 -1.3799 -0.1719
3 C -0.0170 0.1204 -0.0841
4 N -1.0558 0.8749 0.1249
5 N -0.6730 2.2014 0.0625
6 N 1.2954 0.5647 -0.1967
7 S 2.7726 -0.2001 0.0263
8 H -2.2408 -1.5366 0.5306
9 H -1.3610 -3.0635 0.0007
10 H 0.4927 -1.8811 -0.9725
11 H -0.1124 2.3694 -0.8294
12 H -1.5728 2.6578 0.0250
13 H 1.4581 1.5586 0.0493
14 H 2.6385 -0.3192 1.3498

Forces on atoms 1 to 2 (eV/Å):
-0.9 -2.6 0.9
3.3 1.8 -3.6

Computed properties:
HOMO energy: -8.147 eV
Total energy: -18527.1527 eV
Lowest unoccupied orbital energy: 0.792 eV
F_max: 0.102 hartree/bohr
Total charge: 0

Entry 2:
Molecular formula: C42H63BiGeN6OP3S2
Method: DFT, ωB97M-V/def2-TZVPD

Positions of all 119 atoms, in Å:
1 Bi -0.1552 -0.1331 -0.3297
2 C -1.9696 3.8672 -1.5730
3 C -0.4531 3.7211 -1.6632
4 C 0.2440 5.0747 -1.7621
5 P 0.1777 2.5716 -0.3214
6 C 2.0269 2.7516 -0.3259
7 N 2.6671 1.7494 0.4787
8 Ge 2.7958 -0.1736 0.0898
9 N 3.6142 -1.1378 2.0372
10 C 2.7334 -1.8783 2.8805
11 P 1.0625 -1.0503 2.8387
12 C 1.4639 0.5605 3.7423
13 C 2.6218 0.5424 4.7320
14 C 0.1987 1.1170 4.3942
15 C 0.0873 -2.0675 4.0980
16 C -0.7964 -3.0524 3.3346
17 C 0.8793 -2.8094 5.1706
18 C 4.8548 -1.5681 1.8053
19 C 5.4883 -2.6821 2.3985
20 C 6.7473 -3.0515 1.9905
21 C 7.3941 -2.3676 0.9611
22 C 6.8064 -1.2550 0.3761
23 C 5.5763 -0.8216 0.8252
24 N 4.8962 0.3394 0.3800
25 C 4.7945 1.3446 1.4189
26 C 5.7841 1.5831 2.3523
27 C 5.6533 2.6503 3.2288
28 C 4.5404 3.4727 3.1647
29 C 3.5398 3.2243 2.2455
30 C 3.6463 2.1443 1.3741
31 C 5.3742 0.9583 -0.8297
32 C 6.5900 1.6159 -0.8545
33 C 7.0334 2.2247 -2.0156
34 C 6.2310 2.1902 -3.1442
35 C 4.9954 1.5774 -3.1172
36 C 4.5345 0.9356 -1.9594
37 N 3.3291 0.2949 -1.8519
38 C 2.4264 0.3710 -2.9625
39 P 0.8714 -0.6301 -2.7923
40 C -0.1470 -0.2068 -4.3174
41 C -1.6160 -0.5000 -4.0275
42 C 0.0183 1.2220 -4.8142
43 C 1.5265 -2.3263 -3.2860
44 C 0.4404 -3.3732 -3.4985
45 C 2.6330 -2.8438 -2.3744
46 C -0.2708 3.1887 1.3878
47 C -1.6735 2.7361 1.7851
48 C -0.1064 4.6924 1.6024
49 H -2.3388 4.3707 -2.4638
50 H -2.2610 4.4726 -0.7190
51 H -2.4470 2.8909 -1.5049
52 H -0.2220 3.1629 -2.5792
53 H 0.0274 5.7125 -0.9118
54 H -0.1283 5.5805 -2.6513
55 H 1.3217 4.9728 -1.8662
56 H 2.2845 3.7532 0.0327
57 H 2.3579 2.6864 -1.3726
58 H 3.1101 -1.8974 3.9086
59 H 2.6206 -2.9229 2.5499
60 H 1.7595 1.2249 2.9186
61 H 2.4380 -0.1465 5.5521
62 H 2.7399 1.5369 5.1595
63 H 3.5577 0.2900 4.2400
64 H -0.0020 0.6104 5.3356
65 H -0.6698 0.9951 3.7472
66 H 0.3223 2.1751 4.6185
67 H -0.5737 -1.3429 4.5830
68 H -0.1877 -3.7975 2.8253
69 H -1.4187 -2.5353 2.6051
70 H -1.4509 -3.5723 4.0304
71 H 1.4909 -3.5988 4.7373
72 H 0.1829 -3.2791 5.8650
73 H 1.5101 -2.1384 5.7471
74 H 4.9876 -3.2298 3.1830
75 H 7.2346 -3.8889 2.4644
76 H 8.3669 -2.6896 0.6250
77 H 7.3227 -0.7234 -0.4091
78 H 6.6580 0.9511 2.3994
79 H 6.4277 2.8506 3.9499
80 H 4.4443 4.3074 3.8406
81 H 2.6668 3.8579 2.2190
82 H 7.1887 1.6531 0.0421
83 H 7.9899 2.7196 -2.0344
84 H 6.5636 2.6601 -4.0559
85 H 4.3852 1.5944 -4.0062
86 H 2.9062 0.0048 -3.8848
87 H 2.1074 1.4112 -3.1391
88 H 0.2125 -0.8878 -5.0991
89 H -2.0152 0.2305 -3.3292
90 H -1.7454 -1.4873 -3.5912
91 H -2.1932 -0.4593 -4.9478
92 H -0.2378 1.9362 -4.0368
93 H -0.6655 1.3825 -5.6452
94 H 1.0227 1.4243 -5.1762
95 H 1.9696 -2.1009 -4.2679
96 H -0.0663 -3.6196 -2.5725
97 H 0.9012 -4.2813 -3.8806
98 H -0.3035 -3.0541 -4.2229
99 H 2.2248 -3.2598 -1.4581
100 H 3.3425 -2.0612 -2.1131
101 H 3.1734 -3.6330 -2.8931
102 H 0.4569 2.6702 2.0266
103 H -2.4311 3.1742 1.1413
104 H -1.8843 3.0585 2.8028
105 H -1.7671 1.6519 1.7430
106 H -0.9042 5.2528 1.1227
107 H 0.8515 5.0648 1.2442
108 H -0.1601 4.8975 2.6703
109 O -2.8537 -0.5333 0.9706
110 S -3.2785 0.0570 -0.2969
111 N -2.0864 0.3962 -1.1606
112 S -0.3228 -5.0960 0.2997
113 C -1.8495 -4.6626 -0.3412
114 C -1.8834 -3.3359 -0.6367
115 N -0.7332 -2.6698 -0.3705
116 C 0.1660 -3.4625 0.1368
117 H -2.6206 -5.3950 -0.4622
118 H -2.7225 -2.8084 -1.0490
119 H 1.1314 -3.1191 0.4596

Forces on atoms 1 to 2 (eV/Å):
0.1 -0.7 1.0
0.0 -0.2 -0.1

Computed properties:
HOMO energy (spin up / spin down): -11.966 / -11.992 eV
Total energy: -167443.5587 eV
Spin multiplicity: 2
Lowest unoccupied orbital energy (spin up / spin down): -5.544 / -6.952 eV
F_max: 0.042 hartree/bohr
Total charge: +2

Entry 3:
Molecular formula: C9H11O2
Method: DFT, ωB97M-V/def2-TZVPD

Positions of all 22 atoms, in Å:
1 C 0.4007 1.5884 -2.0954
2 C -0.1985 0.3087 -1.8514
3 C -0.1799 -0.1663 -0.4668
4 C -0.1013 -1.6324 -0.1470
5 C 1.0700 -0.6804 0.2164
6 C 1.1333 -0.5936 1.7672
7 C -0.1896 -0.2074 2.4989
8 O -0.1827 -0.2716 3.7226
9 C -1.3549 0.2601 1.7848
10 C -1.3992 0.4810 0.3839
11 O -2.3403 0.9695 -0.2290
12 H -0.1544 2.3752 -1.6278
13 H 0.5580 2.0455 -3.1165
14 H 1.4409 1.5789 -1.8141
15 H 0.3150 -0.4939 -2.5077
16 H -1.1808 0.2378 -2.3648
17 H -0.1632 -2.2528 -1.1136
18 H -0.6111 -2.0309 0.7223
19 H 1.9629 -0.8704 -0.3327
20 H 1.8355 0.2095 1.9335
21 H 1.5618 -1.4983 2.1811
22 H -2.2222 0.6435 2.4561

Forces on atoms 1 to 2 (eV/Å):
1.8 3.1 -1.5
-0.5 -4.0 -3.7

Computed properties:
HOMO energy: -3.233 eV
Total energy: -13605.9655 eV
Lowest unoccupied orbital energy: 3.710 eV
F_max: 0.106 hartree/bohr
Total charge: -1

Entry 4:
Molecular formula: C5H14N
Method: DFT, ωB97M-V/def2-TZVPD

Positions of all 20 atoms, in Å:
1 C -0.8108 -2.7451 -1.2350
2 C -0.8688 -1.2803 -1.0483
3 C 0.2877 -0.4207 -0.3993
4 C 0.2580 1.1600 -0.4104
5 C 0.1218 1.9507 0.7472
6 N 0.8493 1.3596 1.9998
7 H -1.6628 -3.4267 -0.9848
8 H -0.0969 -3.1724 -0.5030
9 H -0.5760 -3.0263 -2.3130
10 H -1.7587 -0.9884 -0.4059
11 H -0.9933 -0.8030 -2.0002
12 H 1.2961 -0.8078 -0.8619
13 H 0.2722 -0.8344 0.6422
14 H -0.5070 1.3697 -1.2426
15 H 1.1638 1.4077 -0.9728
16 H -0.9594 2.1448 1.0778
17 H 0.7587 2.9281 0.5223
18 H 0.6235 0.4022 2.0536
19 H 1.8706 1.4480 2.0338
20 H 0.6971 1.8533 3.0306

Forces on atoms 1 to 2 (eV/Å):
1.1 -2.8 -0.2
-1.8 3.4 1.1

Computed properties:
HOMO energy: -14.029 eV
Total energy: -6893.5487 eV
Lowest unoccupied orbital energy: -3.974 eV
F_max: 0.136 hartree/bohr
Total charge: +1

Entry 5:
Molecular formula: C21H27AuN5OS2
Method: DFT, ωB97M-V/def2-TZVPD

Positions of all 57 atoms, in Å:
1 Au 0.0428 1.0051 -0.1131
2 C 4.2150 2.0316 0.5136
3 C 2.8361 2.0287 -0.0717
4 N 1.9753 1.1703 0.4216
5 N 2.4810 0.2725 1.3464
6 C 1.6738 -0.6014 1.8035
7 S -0.0455 -0.6574 1.4388
8 S 2.3555 -1.7014 2.9875
9 C 1.2599 -3.1632 2.9577
10 C 1.6210 -4.1620 1.8932
11 C 1.0847 -4.0805 0.6114
12 C 1.4471 -4.9988 -0.3627
13 C 2.3495 -6.0103 -0.0661
14 C 2.8843 -6.1014 1.2104
15 C 2.5205 -5.1826 2.1832
16 C 2.5188 2.9027 -1.1830
17 C 3.5593 3.3696 -2.0152
18 C 3.2966 4.1602 -3.1048
19 C 1.9775 4.5280 -3.3825
20 C 0.9431 4.0834 -2.5901
21 C 1.1966 3.2695 -1.4844
22 O 0.1794 2.9086 -0.6984
23 H 4.1473 2.0252 1.5991
24 H 4.7453 1.1198 0.2337
25 H 4.7714 2.9026 0.1899
26 H 1.4104 -3.5906 3.9491
27 H 0.2206 -2.8454 2.9021
28 H 0.3765 -3.2951 0.3778
29 H 1.0214 -4.9294 -1.3556
30 H 2.6304 -6.7281 -0.8253
31 H 3.5830 -6.8916 1.4514
32 H 2.9402 -5.2603 3.1798
33 H 4.5798 3.0739 -1.8174
34 H 4.1025 4.4903 -3.7446
35 H 1.7660 5.1630 -4.2332
36 H -0.0837 4.3618 -2.7879
37 C -2.6705 3.0780 0.1143
38 N -3.4109 1.8379 0.2948
39 C -4.3960 1.8552 1.3732
40 C -3.0314 0.6957 -0.2914
41 N -1.8116 0.5192 -0.7967
42 N -3.9373 -0.3090 -0.3762
43 C -5.3380 -0.0444 -0.6989
44 C -3.5108 -1.6844 -0.5923
45 H -3.3749 3.9054 0.1902
46 H -2.2009 3.0990 -0.8630
47 H -1.8989 3.2044 0.8753
48 H -3.9761 2.4097 2.2126
49 H -4.6158 0.8440 1.7028
50 H -5.3209 2.3441 1.0647
51 H -1.7572 -0.3320 -1.3357
52 H -5.5010 1.0207 -0.8300
53 H -6.0002 -0.4165 0.0837
54 H -5.5879 -0.5461 -1.6353
55 H -3.3983 -1.9211 -1.6555
56 H -4.2699 -2.3468 -0.1798
57 H -2.5748 -1.8800 -0.0711

Forces on atoms 1 to 2 (eV/Å):
0.3 0.0 1.2
0.0 0.0 0.0

Computed properties:
HOMO energy: -10.923 eV
Total energy: -57069.5308 eV
Lowest unoccupied orbital energy: -3.916 eV
F_max: 0.025 hartree/bohr
Total charge: +1

Entry 6:
Molecular formula: C5H6N2O
Method: DFT, ωB97M-V/def2-TZVPD

Positions of all 14 atoms, in Å:
1 O -1.9205 -0.5833 1.5245
2 C -1.1106 -0.2365 0.7123
3 C -0.6626 -0.9912 -0.5428
4 C 0.6114 -0.2382 -0.9426
5 C 1.2576 0.0800 0.3422
6 C -0.1995 0.9851 0.8472
7 N -0.4225 1.7430 -0.3300
8 N -0.0519 1.2606 -1.3651
9 H -1.4355 -0.9581 -1.3150
10 H -0.4762 -2.0308 -0.2821
11 H 1.1777 -0.5524 -1.8137
12 H 2.1496 0.7004 0.3101
13 H 1.3206 -0.7175 1.0794
14 H -0.2375 1.5390 1.7757

Forces on atoms 1 to 2 (eV/Å):
-0.1 -0.1 -0.2
0.2 -0.1 0.4

Computed properties:
HOMO energy: -9.096 eV
Total energy: -10307.4701 eV
Lowest unoccupied orbital energy: 0.561 eV
F_max: 0.064 hartree/bohr
Total charge: 0

Entry 7:
Molecular formula: C8H11I2N2O
Method: DFT, ωB97M-V/def2-TZVPD

Positions of all 24 atoms, in Å:
1 C 1.6897 0.8703 -1.5879
2 C 0.5945 0.0182 0.1885
3 C -0.6416 -1.9464 0.9406
4 C -0.4742 -0.5202 2.3745
5 C 2.9468 -0.0937 0.0054
6 C -0.6687 -0.3849 0.8422
7 C 2.2508 1.4955 -2.7314
8 C -1.8994 0.3070 0.3030
9 N 0.6353 0.7328 -0.9534
10 N 1.7650 -0.3739 0.6846
11 O -0.0068 -1.8648 2.2133
12 I 3.8307 1.7762 0.6311
13 I 4.2338 -1.7534 -0.2792
14 H -1.6529 -2.3535 1.0210
15 H -0.0651 -2.5059 0.2042
16 H 0.2478 0.1310 2.8671
17 H -1.4265 -0.4985 2.9102
18 H 1.5177 2.1318 -3.2336
19 H 2.6273 0.7364 -3.4237
20 H 3.1119 2.1065 -2.4489
21 H -1.8352 1.3777 0.4778
22 H -2.7882 -0.0698 0.8014
23 H -2.0024 0.1296 -0.7640
24 H 1.7106 -1.0725 1.4375

Forces on atoms 1 to 2 (eV/Å):
1.8 -2.4 3.2
1.0 -0.3 0.6

Computed properties:
HOMO energy: -12.283 eV
Total energy: -29693.1723 eV
Lowest unoccupied orbital energy: -5.171 eV
F_max: 0.085 hartree/bohr
Total charge: +1

Entry 8:
Molecular formula: C19H29FN2O5S
Method: DFT, ωB97M-V/def2-TZVPD

Positions of all 57 atoms, in Å:
1 O -1.7445 1.1849 -2.3309
2 C -2.2374 0.3089 -1.6397
3 N -1.5225 -0.5391 -0.8731
4 C -0.0736 -0.4833 -0.8600
5 C 0.4621 0.4624 0.2088
6 C 0.0955 0.0166 1.6517
7 C 1.4683 -0.1881 2.3026
8 C 2.1229 1.1845 2.5404
9 C 2.4940 1.6320 1.0987
10 C 1.9970 0.4468 0.2516
11 N 2.2348 -0.6955 1.1531
12 C 3.4155 -1.3614 1.3209
13 O 3.7292 -1.8672 2.3823
14 C 4.2682 -1.5240 0.0626
15 C 5.6215 -2.2051 0.3881
16 C 5.5144 -3.6811 0.0307
17 S 4.6356 -3.6419 -1.5147
18 O 5.5030 -3.0597 -2.5085
19 O 3.9483 -4.8729 -1.7923
20 C 3.4944 -2.3728 -0.9734
21 C -3.7468 0.1692 -1.5587
22 F -4.0674 -1.0814 -1.0132
23 C -4.3647 1.2609 -0.6924
24 C -4.2438 2.6401 -1.3445
25 C -4.9472 3.6810 -0.4897
26 O -6.3090 3.3566 -0.2767
27 C -6.4445 2.1164 0.3904
28 C -5.8377 0.9718 -0.4057
29 H -2.0189 -1.2682 -0.3903
30 H 0.3109 -1.4911 -0.6894
31 H 0.2499 -0.1484 -1.8462
32 H 0.0996 1.4669 -0.0159
33 H -0.5013 0.7517 2.1903
34 H -0.4627 -0.9215 1.6369
35 H 1.4938 -0.8674 3.1474
36 H 1.4436 1.8755 3.0383
37 H 3.0113 1.0759 3.1612
38 H 2.0225 2.5679 0.8008
39 H 3.5727 1.7535 0.9905
40 H 2.4628 0.3451 -0.7258
41 H 4.4640 -0.5357 -0.3540
42 H 6.4102 -1.7468 -0.2058
43 H 5.8488 -2.0787 1.4438
44 H 6.4684 -4.1787 -0.1294
45 H 4.9076 -4.2410 0.7427
46 H 2.6371 -2.8819 -0.5353
47 H 3.1783 -1.8229 -1.8577
48 H -4.1460 0.2031 -2.5740
49 H -3.8226 1.2795 0.2636
50 H -3.1989 2.9139 -1.4932
51 H -4.7148 2.6134 -2.3318
52 H -4.4375 3.7767 0.4811
53 H -4.9350 4.6558 -0.9747
54 H -5.9643 2.1770 1.3790
55 H -7.5118 1.9627 0.5433
56 H -6.3791 0.8659 -1.3511
57 H -5.9537 0.0390 0.1472

Forces on atoms 1 to 2 (eV/Å):
0.1 0.0 0.0
0.0 0.2 -0.1

Computed properties:
HOMO energy: -9.777 eV
Total energy: -46945.0050 eV
Lowest unoccupied orbital energy: 0.442 eV
F_max: 0.003 hartree/bohr
Total charge: 0

The highest F_max belongs to which entry? C5H14N

Which value of total charge does entry 6 give? 0

Look up the F_max of the fourth one. 0.136 hartree/bohr

Please write out number 3 again, unchanged.
Molecular formula: C9H11O2
Method: DFT, ωB97M-V/def2-TZVPD

Positions of all 22 atoms, in Å:
1 C 0.4007 1.5884 -2.0954
2 C -0.1985 0.3087 -1.8514
3 C -0.1799 -0.1663 -0.4668
4 C -0.1013 -1.6324 -0.1470
5 C 1.0700 -0.6804 0.2164
6 C 1.1333 -0.5936 1.7672
7 C -0.1896 -0.2074 2.4989
8 O -0.1827 -0.2716 3.7226
9 C -1.3549 0.2601 1.7848
10 C -1.3992 0.4810 0.3839
11 O -2.3403 0.9695 -0.2290
12 H -0.1544 2.3752 -1.6278
13 H 0.5580 2.0455 -3.1165
14 H 1.4409 1.5789 -1.8141
15 H 0.3150 -0.4939 -2.5077
16 H -1.1808 0.2378 -2.3648
17 H -0.1632 -2.2528 -1.1136
18 H -0.6111 -2.0309 0.7223
19 H 1.9629 -0.8704 -0.3327
20 H 1.8355 0.2095 1.9335
21 H 1.5618 -1.4983 2.1811
22 H -2.2222 0.6435 2.4561

Forces on atoms 1 to 2 (eV/Å):
1.8 3.1 -1.5
-0.5 -4.0 -3.7

Computed properties:
HOMO energy: -3.233 eV
Total energy: -13605.9655 eV
Lowest unoccupied orbital energy: 3.710 eV
F_max: 0.106 hartree/bohr
Total charge: -1